[1]
Computed, not measured: a cluster of 2 separate species, C5H14 in total, with ωB97M-V/def2-TZVPD.

Element x y z (Å)
C (2.26128, 1.08114, 0.44231)
C (1.70395, 0.04570, -0.55468)
C (2.06769, 0.29099, -2.03196)
H (2.27042, 2.10907, 0.10366)
H (3.30243, 0.80978, 0.65055)
H (1.79151, 0.95670, 1.41383)
H (2.14846, -0.89767, -0.23266)
H (0.62097, 0.05701, -0.49454)
H (1.47271, 1.08079, -2.46514)
H (3.13327, 0.52787, -2.10465)
H (1.94668, -0.64646, -2.54179)
C (-2.48805, -0.86848, 0.31655)
C (-3.21408, -0.47897, 1.59973)
H (-1.56050, -0.31746, 0.18283)
H (-2.20146, -1.90878, 0.41920)
H (-3.09508, -0.67502, -0.56425)
H (-3.69527, 0.49415, 1.56478)
H (-2.51891, -0.41142, 2.44148)
H (-3.94601, -1.24893, 1.85476)

Results
SMILES: CCC.CC
Electronic energy, eV: -5411.7824

---

[2]
Computed, not measured: a cluster of 2 separate species, C5H14 in total, with ωB97M-V/def2-TZVPD.

Element x y z (Å)
C (0.06827, -2.52698, 0.90698)
C (-0.61759, -1.13203, 0.92530)
C (0.17044, -0.22207, 1.85090)
H (0.25146, -2.81181, 1.94375)
H (0.98437, -2.41108, 0.35749)
H (-0.54998, -3.29552, 0.44463)
H (-0.52364, -0.72046, -0.08087)
H (-1.67483, -1.21123, 1.16371)
H (1.22478, -0.20826, 1.56349)
H (-0.18326, 0.80006, 1.80981)
H (0.13551, -0.59627, 2.87607)
C (-0.55229, 1.51752, -2.11578)
C (0.68499, 2.01106, -1.35590)
H (-1.24129, 2.33927, -2.29622)
H (-0.22609, 1.00264, -3.00866)
H (-1.10599, 0.84446, -1.47557)
H (1.62177, 1.47382, -1.49248)
H (0.55927, 2.15019, -0.28227)
H (0.97411, 2.99670, -1.73437)

Results
SMILES: CCC.CC
Electronic energy, eV: -5411.7974

---

[3]
Computed, not measured: a cluster of 2 separate species, C5H14 in total, with ωB97M-V/def2-TZVPD.

Element x y z (Å)
C (-1.18032, -0.49000, -1.93261)
C (-0.11853, -1.21712, -1.10247)
C (-0.84039, -1.99639, 0.11635)
H (-2.01064, -0.00294, -1.44143)
H (-1.30538, -1.14641, -2.75664)
H (-0.68113, 0.44626, -2.16624)
H (0.39469, -1.81857, -1.84396)
H (0.65129, -0.51695, -0.53581)
H (-1.10042, -1.21963, 0.89764)
H (-1.75666, -2.56915, -0.05921)
H (-0.01917, -2.57584, 0.52521)
C (1.68171, 1.23959, 1.28209)
C (0.31485, 2.04906, 1.33442)
H (2.29896, 1.76772, 2.00235)
H (1.52869, 0.16973, 1.45799)
H (2.19362, 1.20818, 0.25034)
H (0.06208, 2.42863, 0.38685)
H (0.34694, 2.85611, 2.06495)
H (-0.46018, 1.38773, 1.52018)

Results
SMILES: CCC.CC
Electronic energy, eV: -5410.6101

---

[4]
Computed, not measured: a cluster of 2 separate species, C5H14 in total, with ωB97M-V/def2-TZVPD.

Element x y z (Å)
C (0.85107, -2.10935, -1.11712)
C (1.50990, -1.27557, -0.03737)
C (1.86539, 0.14275, -0.54174)
H (0.52480, -3.05164, -0.67678)
H (-0.06076, -1.65659, -1.49854)
H (1.56256, -2.26305, -1.92611)
H (2.39760, -1.75725, 0.36868)
H (0.70566, -1.24852, 0.70313)
H (1.52717, 0.89137, 0.17411)
H (1.44560, 0.21672, -1.54483)
H (2.94092, 0.30010, -0.57094)
C (-2.59209, 1.87447, 0.88707)
C (-1.24888, 1.14646, 0.74191)
H (-3.31009, 1.47314, 0.18216)
H (-2.96181, 1.65279, 1.88011)
H (-2.46433, 2.94101, 0.70942)
H (-1.31719, 0.15502, 1.19560)
H (-0.47449, 1.61280, 1.33103)
H (-0.90105, 0.95534, -0.25980)

Results
SMILES: CCC.CC
Electronic energy, eV: -5411.6573

---

[5]
Computed, not measured: a cluster of 2 separate species, C5H14 in total, with ωB97M-V/def2-TZVPD.

Element x y z (Å)
C (0.19727, -0.59617, -1.10033)
C (1.41824, -1.47524, -1.25052)
C (1.36121, -2.69508, -0.37290)
H (0.33337, 0.39388, -1.57069)
H (-0.75928, -0.96769, -1.45197)
H (-0.03137, -0.33992, -0.05457)
H (2.27363, -0.80807, -1.03553)
H (1.75874, -1.76419, -2.24955)
H (2.26923, -3.32195, -0.40419)
H (0.53223, -3.36465, -0.63747)
H (1.33488, -2.53576, 0.70540)
C (-2.15763, 2.10732, 1.37414)
C (-0.66213, 2.29471, 0.95778)
H (-2.75479, 3.00303, 1.22846)
H (-2.44486, 1.34619, 0.65287)
H (-2.18088, 1.90745, 2.44267)
H (-0.30160, 1.82040, 0.05180)
H (-0.08769, 3.22525, 0.96564)
H (-0.09856, 1.77047, 1.74895)

Results
SMILES: CCC.CC
Electronic energy, eV: -5411.1502

---

[6]
Computed, not measured: a cluster of 2 separate species, C5H14 in total, with ωB97M-V/def2-TZVPD.

Element x y z (Å)
C (-0.89137, -1.28811, -2.06387)
C (-0.98018, -0.06553, -1.18458)
C (-0.08091, 1.17706, -1.41338)
H (-1.71886, -1.20242, -2.76224)
H (0.00269, -1.43517, -2.58218)
H (-1.04187, -2.09577, -1.36540)
H (-1.96181, 0.37535, -1.25125)
H (-0.86780, -0.36171, -0.18067)
H (-0.08821, 1.36463, -2.44575)
H (-0.56393, 2.00782, -0.82524)
H (0.88300, 0.99304, -1.18062)
C (0.20324, -0.07775, 2.40808)
C (1.67711, 0.19415, 2.09475)
H (-0.09702, 0.56040, 3.27606)
H (-0.40597, 0.45743, 1.67225)
H (0.08771, -1.15910, 2.44688)
H (2.01240, 1.08940, 2.53324)
H (1.79683, 0.32278, 1.05205)
H (2.39552, -0.55562, 2.56688)

Results
SMILES: CCC.CC
Electronic energy, eV: -5410.9268

---

[7]
Computed, not measured: a cluster of 2 separate species, C5H14 in total, with ωB97M-V/def2-TZVPD.

Element x y z (Å)
C (0.52065, 2.35382, 0.47429)
C (-0.41215, 1.37797, 1.21158)
C (-1.82199, 1.68616, 0.83067)
H (1.04073, 3.04050, 1.14716)
H (-0.07120, 2.87697, -0.21099)
H (1.22169, 1.60005, -0.00179)
H (-0.24379, 0.25651, 1.00100)
H (-0.45725, 1.56228, 2.34285)
H (-1.97502, 1.88630, -0.18999)
H (-2.70720, 0.99666, 1.19301)
H (-2.10756, 2.67942, 1.26913)
C (1.31145, -2.67345, -0.56025)
C (0.43541, -2.50158, -1.74296)
H (1.62799, -1.65310, -0.10411)
H (0.82025, -3.19449, 0.21278)
H (2.33066, -3.00403, -0.73435)
H (0.83139, -2.50388, -2.78325)
H (0.13781, -1.48101, -1.75407)
H (-0.48187, -3.30511, -1.60072)

Results
SMILES: CCC.CC
Electronic energy, eV: -5410.3163

---

Looking at strongest force on any atom for the records above, in order, we have 1.48; 1.41; 3.28; 1.09; 2.30; 3.82; 3.95 eV/A.
Looking at E_HOMO for the records above, in order, we have -11.394; -11.397; -10.603; -11.158; -11.089; -11.180; -11.024 eV.